Record 1
The following is a DFT calculation (ωB97M-V/def2-TZVPD) of ClFH2 as an isolated structure in a non-equilibrium geometry.

Each line ends with the Mulliken charge.
Geometry (Å):
H 0.759292 0.725684 -0.160552  0.2215
H -1.335566 0.181388 0.218060  0.3743
F -0.748472 -0.491188 -0.048510  -0.3317
Cl 1.324745 -0.415885 -0.008997  -0.2641

Atoms 1-3, force components in eV/Å:
H 0.6741 -0.2510 -0.0172
H -0.3590 -0.3217 -0.0243
F -5.6665 0.0076 0.0164

Calculated values
HOMO-LUMO gap	10.53	eV
LUMO	0.54	eV
energy relative to the best compared isomer or geometry (same formula, charge and spin)	42.9	kcal per mole
net charge	0
E_HOMO	-9.990	eV

---

Record 2
The following is a DFT calculation (ωB97M-V/def2-TZVPD) of one molecule with the formula C2H6O2Se in a non-equilibrium geometry.

Each line ends with the Mulliken charge.
Geometry (Å):
C -0.191820 1.364884 0.487688  -0.3159
C -0.189312 -1.576192 0.277199  -0.4437
O -0.289975 2.508503 -0.326537  -0.5138
O 1.256695 -1.375767 -0.731024  -0.5633
Se -1.341852 -0.137955 -0.216356  0.0874
H -0.559348 1.728774 1.453942  0.2938
H 0.702495 0.815230 0.546865  0.2351
H 0.262276 -1.460467 1.229314  0.3091
H -0.863542 -2.508981 0.116982  0.2655
H 0.213760 2.453416 -1.230474  0.3404
H 1.000618 -1.811441 -1.607594  0.3055

Atoms 1-3, force components in eV/Å:
C -2.0357 0.5756 -0.5319
C 0.9223 -0.0812 -3.3936
O 1.6821 -0.2518 -2.2241

Calculated values
HOMO-LUMO gap	9.38	eV
LUMO	0.63	eV
structure (SMILES)	OC[Se]CO
energy relative to the best compared isomer or geometry (same formula, charge and spin)	22.0	kcal per mole
net charge	0
E_HOMO	-8.746	eV

---

Record 3
The following is a DFT calculation (ωB97M-V/def2-TZVPD) of one molecule with the formula C4H7NO2.

Each line ends with the Mulliken charge.
Geometry (Å):
O 1.883824 1.767508 -0.628429  -0.3728
N 1.780679 0.381156 -0.654908  -0.5845
C 0.709425 -0.019913 -0.111622  0.1620
C 0.085612 -1.392073 -0.155033  -0.4312
C -1.261326 -0.625641 -0.249821  -0.6439
C -0.587918 0.626357 0.356215  0.2663
O -0.766460 0.643307 1.759093  -0.5521
H 2.722110 1.920201 -1.082315  0.3727
H 0.192847 -1.917760 0.798682  0.2097
H 0.367750 -2.052074 -0.977095  0.3190
H -2.122677 -1.014521 0.296222  0.3122
H -1.509120 -0.438133 -1.296720  0.2605
H -0.849478 1.599914 -0.068742  0.3351
H 0.084564 0.574124 2.198533  0.3470

Atoms 1-3, force components in eV/Å:
O 0.2072 0.2773 -0.0219
N -0.3904 -0.3709 0.2299
C 0.3616 0.0090 -0.1286

Calculated values
HOMO-LUMO gap	10.66	eV
LUMO	0.85	eV
structure (SMILES)	O/N=C1/CC[C@H]1O
energy relative to the best compared isomer or geometry (same formula, charge and spin)	80.0	kcal per mole
net charge	0
E_HOMO	-9.811	eV

---

Record 4
The following is a DFT calculation (ωB97M-V/def2-TZVPD) of a 5-piece molecular cluster, C38H70N6O19P3 overall in a non-equilibrium geometry.

Each line ends with the Mulliken charge.
Geometry (Å):
C -3.947596 5.308397 3.912720  -0.6870
C -2.880181 4.842462 3.100215  -0.3240
C -1.661802 4.187103 2.193769  0.5101
C -0.993600 2.995428 3.125381  -0.3591
C 0.574942 2.778283 2.584331  -0.9408
N 0.616442 1.821586 1.460553  1.9315
C 0.235468 0.401901 1.777951  -2.3887
N -0.048760 -0.112607 3.049598  0.4924
C -0.418930 -1.573678 3.312460  -0.6028
O 0.648970 -2.538213 3.031191  -0.0459
C 0.701866 -3.626251 4.027171  -0.7921
C -0.635903 -4.587804 4.031882  0.0776
O -0.179616 -5.938444 4.456139  -0.3744
C -1.314792 -6.793012 4.838122  0.0733
C -2.061522 -7.501195 3.523565  -0.8891
N 0.217231 -0.619047 0.677711  1.0970
N -0.984260 -0.960531 0.173834  0.7275
C -2.185053 -0.221231 0.637865  -0.5206
C -1.189573 -2.402072 -0.170720  -0.0014
C -1.413184 -2.749771 -1.791684  -0.4337
O -1.170397 -3.459150 0.642962  -0.4173
C 1.345414 -0.497844 -0.307326  0.2233
P 2.954094 -1.251597 0.479711  0.1607
O 3.071595 -1.032760 2.039763  -0.6378
C 1.579870 1.036872 -0.899285  -0.2367
C 2.958334 1.209515 -1.755972  -0.6705
C 3.405902 -0.005215 -2.734064  -0.6549
C 2.264468 -0.655087 -3.698891  0.0674
C 2.587232 -2.294201 -3.798134  -0.4921
O 3.967714 -2.594642 -4.201134  -0.3675
C 4.276453 -3.919004 -3.571451  -0.5793
P 0.091386 1.706314 -1.931556  0.6211
N -0.825562 2.797159 -1.096506  -0.6494
O -1.023723 0.499807 -2.485508  -0.5323
O 0.629816 2.615092 -3.361289  -0.4104
C 1.755216 1.957358 0.493515  -1.0150
P 2.201458 3.711131 -0.102577  0.4849
N 3.778328 3.994073 0.297563  -0.8544
H -4.738586 5.514943 4.752660  0.3324
H -2.050413 3.651250 1.205622  -0.0807
H -0.805011 4.968763 1.990787  0.3423
H -1.617669 2.006140 3.127545  0.1076
H -0.865295 3.371592 4.250156  0.3521
H 1.140923 2.286310 3.513736  0.2769
H 1.009059 3.840133 2.463755  0.5622
H -0.032662 0.493657 3.895204  0.4353
H -0.671011 -1.691063 4.473997  0.4431
H -1.376618 -1.934878 2.747431  0.1221
H 0.999001 -3.214516 5.097221  0.2762
H 1.605529 -4.333654 3.701864  0.2791
H -1.343168 -4.188806 4.896695  0.1906
H -1.198758 -4.626568 2.985818  0.0830
H -2.123209 -6.258051 5.500235  0.2572
H -0.875409 -7.705479 5.459477  0.1109
H -3.126482 -7.023072 3.434911  0.2063
H -2.200090 -8.664649 3.663587  0.2617
H -1.479084 -7.323843 2.516985  0.2949
H -3.109644 -0.587078 -0.023860  0.3696
H -2.516446 -0.375590 1.749757  0.1886
H -2.162131 0.961192 0.474710  -0.1217
H -1.672922 -3.872522 -1.988609  0.3654
H -0.372465 -2.548119 -2.338749  -0.0842
H -2.177594 -2.008196 -2.305236  0.1727
H 1.096803 -1.196279 -1.219925  -0.3595
H 2.947458 -2.704210 0.274833  0.1269
H 4.174872 -0.641117 -0.067208  0.1918
H 3.016209 2.202556 -2.413100  0.4045
H 3.832525 1.342256 -0.952647  0.4316
H 3.955889 -0.915101 -2.205299  0.1209
H 4.235154 0.445878 -3.467745  0.3001
H 1.165708 -0.592154 -3.314156  -0.1131
H 2.411022 -0.260374 -4.811878  0.4123
H 1.765685 -2.879423 -4.406476  0.3101
H 2.476877 -2.678335 -2.673094  0.2463
H 3.311637 -4.565558 -3.371007  0.2881
H 4.958510 -4.590508 -4.284323  0.2688
H 4.846297 -3.791305 -2.530486  0.2115
H -1.815670 2.477360 -1.045265  0.1266
H -1.914752 0.538420 -2.030836  0.3943
H 0.360911 3.593507 -3.241457  0.2222
H 2.724703 1.554735 1.063470  0.6746
H 1.454069 4.782217 0.558193  0.0698
H 1.962724 3.877323 -1.512380  0.1176
H 3.762473 4.834103 0.952500  0.2520
C -0.100034 6.756919 -7.441282  -1.4482
C 0.328993 7.251824 -6.075199  0.5992
C 1.671227 6.738556 -5.650481  -0.2439
O 1.578329 6.778431 -4.238045  -0.3134
C 0.253742 6.624259 -3.937124  0.5956
O -0.180232 6.406760 -2.819577  -0.5843
O -0.521409 6.745174 -5.058939  -0.3385
H -0.150481 5.662961 -7.467809  0.3270
H -1.104614 7.121498 -7.680264  0.3794
H 0.590431 7.097179 -8.218880  0.3629
H 0.284779 8.347256 -6.038406  0.2346
H 2.491139 7.369556 -6.004846  0.2502
H 1.858987 5.702831 -5.954813  0.1901
C 5.894838 3.466881 -6.464274  -1.3330
C 5.059773 3.942252 -7.635542  0.5173
C 5.878189 4.368125 -8.816327  -0.5436
O 5.022455 5.294405 -9.460471  -0.3210
C 4.235342 5.833282 -8.481228  0.6245
O 3.520389 6.808895 -8.628097  -0.5290
O 4.357916 5.131952 -7.312013  -0.2774
H 6.574623 4.253080 -6.118189  0.3582
H 5.251120 3.214836 -5.614973  0.2315
H 6.483454 2.584229 -6.731915  0.3928
H 4.322038 3.178007 -7.909322  0.2391
H 6.119222 3.533458 -9.480574  0.3282
H 6.803758 4.886471 -8.542033  0.3201
C -6.991200 3.403233 0.775375  -1.5052
C -6.155232 2.204294 1.173973  0.5824
C -6.896031 1.218431 2.025276  -0.5678
O -5.849959 0.595717 2.748573  -0.3263
C -4.848580 1.521205 2.846372  0.5585
O -3.875569 1.412486 3.571616  -0.5687
O -5.084595 2.588217 2.021913  -0.1319
H -7.351003 3.945220 1.656728  0.3526
H -6.389094 4.112179 0.197381  0.3705
H -7.852029 3.100731 0.171519  0.4031
H -5.727341 1.728209 0.283170  0.1455
H -7.448695 0.485398 1.430957  0.3294
H -7.579597 1.687177 2.741943  0.3268
C -0.949159 -10.101969 8.965218  -1.4420
C -1.989300 -9.035957 8.687898  0.4522
C -3.397332 -9.518755 8.860444  -0.5314
O -4.121006 -8.657453 8.000415  -0.3228
C -3.253438 -8.287412 7.010847  0.5862
O -3.578195 -7.714473 5.985751  -0.4969
O -1.970271 -8.647457 7.323579  -0.2522
H -1.078110 -10.962939 8.300318  0.3541
H 0.056394 -9.710860 8.777847  0.3584
H -1.003703 -10.445987 10.002452  0.3886
H -1.789832 -8.145173 9.296170  0.2581
H -3.748144 -9.423905 9.891912  0.3161
H -3.549648 -10.550256 8.523692  0.3139

Atoms 1-3, force components in eV/Å:
C 7.8599 -3.8574 -5.3570
C -6.9768 2.7419 5.2061
C -0.8837 -0.6608 1.4738

Calculated values
HOMO-LUMO gap	7.28	eV
LUMO	-3.42	eV
net charge	+1
E_HOMO	-10.698	eV

---

Record 5
The following is a DFT calculation (ωB97M-V/def2-TZVPD) of C3H6BeLiO5 as an isolated structure in a non-equilibrium geometry.

Each line ends with the Mulliken spin population.
Geometry (Å):
H 1.318658 2.284250 -0.095966  -0.0008
C 1.365831 1.345526 -0.690538  0.0076
C 0.646859 0.273812 0.117228  -0.0183
O -0.750875 0.471203 0.060408  -0.0114
Li 4.020889 0.072490 -0.672015  0.0060
O 2.609759 0.925744 -1.086338  0.0002
H 0.756023 1.585080 -1.589724  0.0000
H 0.994816 0.226627 1.159369  -0.0060
H 1.042278 -0.700250 -0.211632  0.0258
C -1.564637 -0.607238 0.591195  0.1570
O -1.257443 -1.155171 1.736171  -0.0039
O -2.860029 -0.135187 0.420589  -0.0054
H -2.992215 0.571341 1.061624  0.0024
Be -0.594366 -2.333199 0.867458  0.8625
O -1.401206 -1.648145 -0.391714  -0.0110
H -1.334342 -1.176884 -1.276115  -0.0047

Atoms 1-3, force components in eV/Å:
H 0.4558 -0.2143 -0.1039
C -0.5111 0.3801 -0.7001
C 0.8921 -0.2712 0.9064

Calculated values
HOMO-LUMO gap (alpha / beta)	5.45 / 7.55	eV
LUMO (alpha / beta)	-0.86 / -0.88	eV
energy relative to the best compared isomer or geometry (same formula, charge and spin)	0.0	kcal per mole
spin multiplicity	2
<S²>	0.7503
net charge	0
E_HOMO (alpha / beta)	-6.301 / -8.428	eV